Molecular formula: C18H19CuN2O13
Method: DFT, wB97M-V/def2-TZVPD

```
53
Properties=species:S:1:pos:R:3:lowdin_spin:R:1
Cu -0.48 0.13 -0.42 0.83
N -1.31 -1.49 -2.63 0.00
O -1.68 -2.16 -3.60 0.00
O -1.34 -0.24 -2.63 0.00
O -0.89 -2.03 -1.57 0.00
C 4.39 2.65 -2.36 0.00
C 5.23 1.62 -2.91 0.00
C 4.62 0.18 -3.04 0.00
O 5.32 -0.70 -3.53 0.00
C 3.26 0.01 -2.62 0.00
C 2.50 1.02 -2.06 0.00
C 3.10 2.40 -1.90 0.00
O 2.41 3.36 -1.44 0.00
O 1.41 0.70 -1.46 0.02
O 6.40 1.79 -3.28 0.00
H 4.92 3.58 -2.26 0.00
H 2.70 -0.92 -2.63 0.00
C -3.20 3.29 -1.28 0.00
C -2.37 2.25 -0.81 0.00
C -3.07 1.18 0.04 0.01
O -2.46 0.11 0.33 0.07
C -4.40 1.39 0.50 0.00
C -5.15 2.47 0.05 0.00
C -4.55 3.44 -0.99 0.00
O -5.27 4.28 -1.57 0.00
O -6.35 2.57 0.40 0.00
O -1.12 2.20 -0.85 0.04
H -2.81 3.97 -2.03 0.00
H -4.91 0.62 1.05 0.00
C 0.44 -5.51 1.45 0.00
O -0.15 -4.31 1.09 0.00
C -0.48 -3.46 2.17 0.00
C -0.82 -2.05 1.62 0.00
N 0.31 -1.46 0.89 0.02
C 1.38 -0.85 1.71 0.00
C 0.87 0.37 2.47 0.00
O 0.12 1.15 1.56 0.00
C -0.30 2.37 2.13 0.00
H -0.23 -6.27 1.86 0.00
H 1.35 -5.44 2.06 0.00
H 0.86 -6.01 0.57 0.00
H 0.34 -3.36 2.89 0.00
H -1.37 -3.92 2.61 0.00
H -1.28 -1.46 2.40 0.00
H -1.57 -2.30 0.86 0.00
H 0.74 -2.30 0.52 0.00
H 2.17 -0.47 1.07 0.00
H 1.86 -1.56 2.40 0.00
H 1.72 0.92 2.87 0.00
H 0.20 0.07 3.28 0.00
H 0.60 2.94 2.40 0.00
H -0.75 2.23 3.12 0.00
H -0.93 2.99 1.51 0.00
```

Its net charge is -3. The spin multiplicity is 2. The calculation puts the HOMO-LUMO gap (alpha / beta) at 4.13 / 4.13 eV. The expectation value of S² is 0.752. The calculation puts the lowest unoccupied orbital energy (alpha / beta) at 5.323 / 5.323 eV. For the molar mass, the calculation gives 534.9 g mol⁻¹. Its energy is -93204.025 eV.

---

Molecular formula: C18H19F3N6ORuS2Se
Method: DFT, wB97M-V/def2-TZVPD

```
51
Properties=species:S:1:pos:R:3:lowdin_spin:R:1
Ru -0.21 -0.58 0.20 0.71
N 0.45 -4.77 -0.40 0.00
C 0.58 -3.45 -0.10 0.00
S -0.62 -2.76 0.99 0.04
N 1.61 -2.81 -0.57 0.00
N 1.56 -1.50 -0.20 -0.01
C 2.62 -0.80 -0.24 0.00
C 2.48 0.61 -0.02 0.00
C 3.57 1.47 0.07 0.00
C 3.35 2.82 0.23 0.00
C 2.05 3.28 0.29 0.00
C 1.01 2.37 0.20 0.00
N 1.22 1.07 0.06 0.01
H -0.47 -5.16 -0.31 0.00
H 1.00 -5.09 -1.18 0.00
H 3.57 -1.26 -0.49 0.00
H 4.57 1.06 0.00 0.00
H 4.18 3.51 0.30 0.00
H 1.83 4.33 0.38 0.00
H -0.02 2.69 0.22 0.00
F -2.26 3.52 2.53 0.00
C -1.96 2.90 3.67 0.00
F -3.13 2.52 4.24 0.00
F -1.43 3.83 4.50 0.00
C -1.03 1.74 3.50 0.00
C -0.23 1.37 4.57 0.00
C 0.65 0.30 4.46 0.00
C 0.73 -0.34 3.24 0.00
N -0.02 0.01 2.22 0.00
C -0.95 1.00 2.31 0.00
S -1.91 1.05 0.88 0.00
H -0.30 1.93 5.50 0.00
H 1.25 -0.01 5.30 0.00
H 1.41 -1.17 3.07 0.00
Se 0.97 1.30 -3.05 0.00
C 1.24 2.44 -4.45 0.00
N 1.40 3.15 -5.35 0.00
C -1.18 -2.12 -3.57 0.00
C -1.74 -1.36 -2.37 0.01
C -2.69 -2.26 -1.57 0.00
C -2.52 -0.12 -2.84 0.01
O -0.63 -0.92 -1.63 0.20
H -1.98 -2.46 -4.23 0.00
H -0.61 -2.98 -3.22 0.00
H -0.51 -1.46 -4.13 0.00
H -3.55 -2.52 -2.19 0.00
H -3.04 -1.74 -0.68 0.00
H -2.19 -3.17 -1.26 0.00
H -3.38 -0.41 -3.45 0.00
H -1.86 0.53 -3.42 0.00
H -2.87 0.44 -1.97 0.00
```

Its net charge is -1. The spin multiplicity is 2. The calculation puts the HOMO-LUMO gap (alpha / beta) at 5.50 / 5.49 eV. The expectation value of S² is 0.757. The calculation puts the lowest unoccupied orbital energy (alpha / beta) at 1.919 / 1.922 eV. For the molar mass, the calculation gives 636.5 g mol⁻¹. Its energy is -127717.151 eV.

---

Molecular formula: C18H19FN6O2S
Method: DFT, wB97M-V/def2-TZVPD

```
47
Properties=species:S:1:pos:R:3:nbo_charge:R:1
C -1.74 -1.37 -2.43 -0.67
C -0.90 -1.43 -1.21 0.07
C 0.49 -1.42 -1.23 -0.20
C 1.09 -1.64 -0.05 -0.41
C 0.41 -1.83 1.04 -0.12
C -1.04 -1.63 1.27 -0.27
C -1.79 -1.56 0.20 0.27
N -3.13 -1.33 0.01 -0.33
C -3.98 -1.92 0.95 0.21
N -5.11 -1.60 0.80 -0.32
N -5.14 -0.53 -0.21 -0.01
N -4.00 -0.50 -0.75 0.01
H -3.59 -2.81 1.68 0.23
H -1.49 -1.45 2.20 0.23
H 0.95 -1.80 1.97 0.23
S 2.76 -1.81 0.05 2.20
O 3.21 -2.48 -1.30 -0.94
O 3.20 -2.51 1.20 -0.90
N 3.62 -0.16 -0.06 -0.57
C 3.51 0.44 1.39 -0.22
H 3.68 -0.38 1.93 0.22
C 2.09 1.23 1.73 -0.24
N 1.55 1.55 0.38 -0.49
C 0.13 1.70 0.44 0.25
C -0.53 1.81 -1.18 0.38
C -1.81 1.86 -1.00 -0.31
C -2.60 1.85 0.17 -0.27
C -1.90 2.18 1.35 -0.15
C -0.65 1.80 1.54 -0.39
H -0.04 1.83 2.45 0.23
H -2.47 2.27 2.25 0.21
H -3.71 2.16 0.01 0.23
H -2.35 1.87 -1.93 0.21
F 0.08 1.27 -2.14 -0.30
C 2.45 1.77 -0.70 -0.20
H 3.19 2.81 -0.26 0.16
C 3.34 0.62 -1.30 -0.20
H 2.81 0.06 -1.64 0.18
H 4.27 0.98 -1.50 0.23
H 1.86 2.39 -1.47 0.24
H 2.50 1.97 2.31 0.20
H 1.42 0.56 2.40 0.21
H 4.28 1.06 1.31 0.19
H 0.82 -1.67 -2.11 0.23
H -1.25 -0.87 -3.35 0.23
H -2.55 -0.86 -2.44 0.23
H -1.96 -2.49 -2.78 0.23
```

Its net charge is 0. The calculation puts the HOMO-LUMO gap at 7.44 eV. The calculation puts the lowest unoccupied orbital energy at -0.358 eV. For the molar mass, the calculation gives 402.5 g mol⁻¹. Its energy is -45546.781 eV.